# C4H7NO

2 unconnected molecules or ions with the total composition C4H7NO at a distorted geometry (wB97M-V/def2-TZVPD, OMol25).

For the energy above the lowest of the compared OMol25 structures with the same formula, charge and spin, the calculation gives 59.9 kcal/mol. Its LUMO energy is 0.0403 Eh. For the electronic energy, the calculation gives -286.5362 Eh. The largest force on an atom comes out at 1.35 eV Å⁻¹. As for the total charge: 0. The frontier orbital gap comes out at 10.90 eV. Its SMILES is CCC=O.C#N.

Geometry as XYZ:
```
13
C4H7NO | OMol25 | wB97M-V/def2-TZVPD
C -1.0779 -1.0044 0.9816
C 0.0055 -0.2996 -0.7170
C -0.5396 0.3933 0.4569
N 1.2394 2.1803 -0.6879
C 2.0155 1.4136 -1.0644
O 1.0858 -0.8505 -0.7587
H -1.1720 -1.8278 0.2438
H -0.3348 -1.3621 1.6953
H -2.0619 -0.8609 1.3997
H -0.7691 -0.4444 -1.4947
H -1.3135 1.1445 0.2406
H 0.1942 0.8162 1.1494
H 2.7315 0.7127 -1.4376
```

***

# C31H44Br2F15N2O10S2

6 unconnected molecules or ions with the total composition C31H44Br2F15N2O10S2 at a distorted geometry (wB97M-V/def2-TZVPD, OMol25).

Its LUMO energy is -0.1527 Eh. For the electronic energy, the calculation gives -9511.5270 Eh. The largest force on an atom comes out at 5.89 eV Å⁻¹. As for the total charge: +1. The frontier orbital gap comes out at 8.27 eV.

Geometry as XYZ:
```
106
C31H44Br2F15N2O10S2 | OMol25 | wB97M-V/def2-TZVPD
C 2.1165 -2.4101 -0.3164
C 0.5247 -1.9108 -0.3149
Br -0.1324 -2.0549 -2.2318
C 0.3146 -0.4102 0.3267
C 1.3053 0.7414 -0.3268
N 2.7485 0.8190 0.1910
C 3.1470 2.1416 0.3707
C 4.7018 2.2591 0.8773
C 5.6521 1.9667 -0.4617
N 5.6354 0.6807 -0.9464
S 1.8791 3.4751 0.0033
C 0.6636 2.2130 -0.7195
S 0.9010 2.3345 -2.5736
C -0.7458 2.6878 -0.0294
C -2.0340 2.7411 -1.0420
C -2.3679 1.3367 -1.8191
Br -2.7635 1.8638 -3.7499
H 2.4838 -2.6424 0.7783
H 2.1531 -3.4002 -0.9778
H 2.8141 -1.6278 -0.8660
H -0.1021 -2.6749 0.3543
H -0.8215 -0.0972 0.1531
H 0.4516 -0.3910 1.5124
H 1.4959 0.2840 -1.4128
H 3.4346 0.0588 0.3916
H 4.9626 3.3055 1.3500
H 4.9016 1.3883 1.6655
H 6.2887 2.8026 -1.0064
H 6.2357 0.5865 -1.8137
H 2.3037 2.2103 -2.8318
H -0.9997 2.0145 0.8940
H -0.5842 3.8040 0.3604
H -2.9983 2.9984 -0.3877
H -1.9211 3.6359 -1.7969
H -1.4292 0.6188 -1.8146
H -3.3301 0.7780 -1.4452
C 5.3141 -2.8528 6.0460
C 5.8910 -1.5358 5.5627
O 6.1618 -1.5904 4.1531
C 5.0925 -1.3686 3.3241
O 3.9539 -1.1386 3.7225
C 5.5304 -1.4061 1.8606
F 6.3574 -2.4556 1.5841
F 6.2126 -0.2809 1.5002
F 4.4848 -1.5111 0.9931
H 5.9740 -3.6842 5.7766
H 5.1819 -2.8424 7.1317
H 4.3442 -3.0532 5.5811
H 6.8472 -1.3488 6.0630
H 5.2326 -0.6926 5.8025
C -6.8032 4.0258 -3.8846
C -6.4133 4.5466 -2.5143
O -7.4985 4.3884 -1.5867
C -7.6328 3.1466 -1.0210
O -6.8938 2.1979 -1.2696
C -8.7894 3.1333 -0.0224
F -9.9076 3.7509 -0.5020
F -8.4715 3.7740 1.1394
F -9.1754 1.8750 0.3306
H -7.7252 4.5048 -4.2305
H -6.0093 4.2177 -4.6120
H -6.9951 2.9490 -3.8576
H -6.2022 5.6195 -2.5764
H -5.5043 4.0614 -2.1398
C -11.0283 1.1132 -1.8015
C -10.3113 0.0255 -2.5786
O -11.2123 -0.6191 -3.4928
C -11.4240 0.0234 -4.6854
O -10.8983 1.0904 -4.9906
C -12.3587 -0.7929 -5.5771
F -13.4406 -1.2788 -4.9023
F -11.7329 -1.8767 -6.1202
F -12.8574 -0.0774 -6.6241
H -11.9155 0.7091 -1.3028
H -10.3669 1.5513 -1.0487
H -11.3729 1.9112 -2.4661
H -9.9553 -0.7453 -1.8867
H -9.4322 0.4157 -3.1049
C 7.9864 3.6070 3.3800
C 8.3762 4.1278 4.7503
O 7.2910 3.9696 5.6779
C 7.1567 2.7278 6.2435
O 7.8958 1.7791 5.9949
C 6.0002 2.7144 7.2422
F 4.8819 3.3320 6.7626
F 6.3181 3.3552 8.4040
F 5.6142 1.4561 7.5951
H 7.0643 4.0859 3.0341
H 8.7803 3.7989 2.6525
H 7.7944 2.5301 3.4070
H 8.5874 5.2007 4.6882
H 9.2853 3.6426 5.1247
C 0.9099 -6.4230 -2.1157
C 2.1465 -6.2578 -2.9785
O 3.1689 -7.1837 -2.5778
C 3.0562 -8.4579 -3.0715
O 2.1479 -8.8275 -3.8106
C 4.2306 -9.3192 -2.6087
F 4.5107 -9.1608 -1.2827
F 5.3814 -9.0196 -3.2774
F 4.0197 -10.6528 -2.7930
H 1.1658 -6.3335 -1.0547
H 0.1601 -5.6666 -2.3647
H 0.4625 -7.4121 -2.2524
H 2.5573 -5.2518 -2.8413
H 1.9146 -6.3676 -4.0444
```

***

# C31H32BF2N2O5P2Y

A molecular structure, C31H32BF2N2O5P2Y at a distorted geometry (wB97M-V/def2-TZVPD, OMol25).

For the energy above the lowest of the compared OMol25 structures with the same formula, charge and spin, the calculation gives 8.5 kcal/mol. Its LUMO energy is 0.0103 Eh. For the electronic energy, the calculation gives -2632.0441 Eh. The largest force on an atom comes out at 4.96 eV Å⁻¹. As for the total charge: 0. The frontier orbital gap comes out at 8.37 eV.

Geometry as XYZ:
```
76
C31H32BF2N2O5P2Y | OMol25 | wB97M-V/def2-TZVPD
Y -2.1037 0.4760 1.2145
O -0.7722 -2.0147 0.8016
C -0.2084 -2.9372 1.7218
C -1.2030 -3.4793 2.7562
N -1.7389 -2.5467 3.7224
C -0.8231 -1.6067 4.3270
C -0.4111 -0.3972 3.4454
O 0.7464 -0.3700 2.9787
O -1.2554 0.5091 3.2321
C -3.1422 -2.2031 3.6416
C -3.4741 -1.1918 2.5282
O -3.2531 -1.5115 1.3186
O -3.8571 -0.0549 2.8473
H -1.4622 -2.4842 0.3015
H 0.6069 -2.4086 2.2146
H 0.2188 -3.7907 1.1799
H -0.6787 -4.2706 3.3102
H -2.0423 -3.9359 2.2305
H 0.0841 -2.1542 4.6024
H -1.2893 -1.2168 5.2380
H -3.4491 -1.7469 4.5883
H -3.7141 -3.1221 3.4813
C 1.7844 1.1790 -1.7303
N 0.6799 0.6575 -0.9424
P 0.7821 0.3469 0.8160
C 1.5817 1.9297 1.2670
C 0.7373 2.9412 1.7141
C 1.2343 4.2071 1.9670
C 2.5816 4.4715 1.7836
C 3.4289 3.4675 1.3471
C 2.9317 2.2047 1.0775
C 2.1984 -0.8087 0.7485
C 3.1815 -0.8273 1.7337
C 4.1846 -1.7795 1.6998
C 4.2238 -2.7170 0.6804
C 3.2368 -2.7153 -0.2894
C 2.2241 -1.7748 -0.2505
P -0.8844 0.4425 -1.5202
C -1.0957 1.8642 -2.6537
C -1.6192 1.7649 -3.9382
C -1.7918 2.9061 -4.7019
C -1.4549 4.1472 -4.1905
C -0.9634 4.2531 -2.8992
C -0.7928 3.1202 -2.1290
C -0.8731 -0.9569 -2.7126
C -2.0954 -1.6171 -2.8312
C -2.2418 -2.6608 -3.7269
C -1.1599 -3.0675 -4.4917
C 0.0698 -2.4490 -4.3402
C 0.2165 -1.3924 -3.4571
H 2.0955 2.1651 -1.3730
H 1.4996 1.2784 -2.7776
H 2.6471 0.5134 -1.6536
H -0.3170 2.7230 1.8791
H 0.5719 4.9889 2.3045
H 2.9728 5.4574 1.9834
H 4.4817 3.6688 1.2118
H 3.6007 1.4319 0.7297
H 3.1323 -0.1146 2.5405
H 4.9343 -1.7976 2.4766
H 5.0102 -3.4579 0.6572
H 3.2483 -3.4620 -1.0688
H 1.4289 -1.8064 -0.9825
H -1.8910 0.7991 -4.3408
H -2.1977 2.8296 -5.6997
H -1.5811 5.0329 -4.7939
H -0.7250 5.2223 -2.4910
H -0.4253 3.1980 -1.1131
H -2.9298 -1.2959 -2.2131
H -3.1908 -3.1651 -3.8310
H -1.2707 -3.8758 -5.1977
H 0.9147 -2.7961 -4.9157
H 1.1759 -0.9087 -3.3468
F -2.5767 3.5891 0.5406
B -3.1913 2.4090 0.8442
F -4.5011 2.6944 0.9189
```

***

# C2H3BrO2

A single C2H3BrO2 molecule at a distorted geometry (wB97M-V/def2-TZVPD, OMol25).

For the energy above the lowest of the compared OMol25 structures with the same formula, charge and spin, the calculation gives 98.2 kcal/mol. Its LUMO energy is 0.0198 Eh. For the electronic energy, the calculation gives -2802.3571 Eh. The largest force on an atom comes out at 3.79 eV Å⁻¹. As for the total charge: 0. The frontier orbital gap comes out at 10.96 eV. Its SMILES is BrCC1OO1.

Geometry as XYZ:
```
8
C2H3BrO2 | OMol25 | wB97M-V/def2-TZVPD
C -0.4966 0.3430 0.3549
C 0.5927 -0.2799 -0.5388
O -1.7968 0.4316 -0.0177
O -1.4674 -0.3729 1.0582
Br 2.1242 -0.8755 0.5316
H -0.0967 1.2593 0.9164
H 0.8065 0.6434 -1.1187
H 0.3340 -1.1490 -1.1860
```

***

# C8H14N2O6

A molecular structure, C8H14N2O6 at a distorted geometry (wB97M-V/def2-TZVPD, OMol25).

For the energy above the lowest of the compared OMol25 structures with the same formula, charge and spin, the calculation gives 179.4 kcal/mol. Its LUMO energy is 0.0105 Eh. For the electronic energy, the calculation gives -873.9835 Eh. The largest force on an atom comes out at 5.53 eV Å⁻¹. As for the total charge: 0. The frontier orbital gap comes out at 10.24 eV.

Geometry as XYZ:
```
30
C8H14N2O6 | OMol25 | wB97M-V/def2-TZVPD
C 1.6334 -1.2420 0.2528
C 0.3503 -0.5748 0.6541
C 2.6683 -0.0318 0.6986
C 4.0716 -0.3393 -0.0460
C -1.6325 0.5922 -0.2167
C -1.1941 2.0330 -0.0805
C -2.7500 0.1780 0.7676
C -3.7752 -0.8863 0.2439
H 2.9079 -2.0807 -1.2683
H 1.4483 -0.4131 -1.6736
H 1.7570 -2.1721 0.7826
H 2.7949 0.2104 1.7892
H 1.1293 1.3728 0.3054
H 4.6656 -0.8613 0.7571
H 3.8616 -1.0102 -1.0106
H 4.5295 0.7618 -0.2443
H -0.7822 -1.2651 -1.2403
H -2.2560 0.6722 -1.1686
H -3.4978 0.9019 1.2075
H -1.9696 -0.4428 1.5373
H -4.4839 -1.5269 -1.3042
H -2.0384 3.9981 -0.2455
N 1.5641 -1.6045 -1.1965
N -0.6156 -0.4234 -0.3979
O 0.1520 -0.0375 1.7141
O 2.1774 1.2792 -0.0370
O -0.1498 2.5296 -0.2873
O -4.3631 -1.7141 0.8724
O -3.8723 -0.8982 -1.1163
O -2.3308 2.9951 -0.0493
```

***

# C26H47CeO2Si2

A molecular structure, C26H47CeO2Si2 at a distorted geometry (wB97M-V/def2-TZVPD, OMol25).

For the energy above the lowest of the compared OMol25 structures with the same formula, charge and spin, the calculation gives 31.6 kcal/mol. Its LUMO energy (alpha / beta) is -0.1809 / -0.1779 Eh. For the electronic energy, the calculation gives -2223.1506 Eh. The largest force on an atom comes out at 3.13 eV Å⁻¹. As for the total charge: +1. The frontier orbital gap (alpha / beta) comes out at 6.29 / 6.38 eV.

Geometry as XYZ:
```
78
C26H47CeO2Si2 | OMol25 | wB97M-V/def2-TZVPD
O 0.3506 -0.2577 -4.9003
C 0.3224 0.8842 -5.8377
C 0.5459 0.1736 -7.1375
H 1.1544 1.5667 -5.6408
H -0.6424 1.4087 -5.8348
C 0.4528 -1.0096 -6.1785
H 1.5491 0.3265 -7.5351
H -0.2721 0.3114 -7.8501
C 1.7402 -1.8020 -6.3046
H 2.6011 -1.1438 -6.1192
H 1.8130 -2.2023 -7.3300
H 1.7729 -2.6061 -5.5657
C -0.8370 -1.7765 -6.3407
H -1.6733 -1.0716 -6.2521
H -0.8936 -2.5209 -5.5358
H -0.8842 -2.2635 -7.3185
Ce -0.0639 -0.0419 -0.7450
C -2.0931 -0.5881 0.6052
C -2.2416 0.8400 0.4344
C -2.5401 1.1002 -0.9311
H -2.0813 1.5816 1.2060
C -2.6315 -0.1668 -1.6103
C -2.3431 -1.2010 -0.6608
H -2.3052 -2.2681 -0.8767
H -1.7430 -1.0667 1.5173
H -2.7615 2.0759 -1.3641
H -2.9807 -0.3075 -2.6319
C 1.5371 -1.7885 0.2223
C 0.4041 -2.4619 -0.3649
C 0.5429 -2.3836 -1.7976
H -0.4121 -2.9145 0.1936
C 1.7417 -1.6673 -2.0802
C 2.3568 -1.2947 -0.8369
H 3.3266 -0.8076 -0.7182
H 1.7096 -1.6688 1.2814
H -0.1314 -2.8131 -2.5394
H 2.1752 -1.5223 -3.0667
O 1.8838 2.8212 -4.4042
C 1.1065 1.9850 -3.4338
C -0.3634 2.4335 -3.3925
H 1.5225 1.9728 -2.4189
H 1.2512 0.9702 -3.7868
C -0.2780 3.8739 -3.9405
H -0.7718 2.3470 -2.3658
H -0.9957 1.8240 -4.0566
C 1.1102 4.0339 -4.5980
H -0.4443 4.5573 -3.1080
H -1.0738 3.9831 -4.6853
H 1.6818 4.8513 -4.1140
H 1.0051 4.1655 -5.6912
C -1.4304 0.6694 3.9962
Si 0.3690 0.4725 3.4328
C 1.2907 1.4921 4.7522
C 0.8679 -1.3057 3.8132
C 0.7293 1.0248 1.6636
Si 0.8160 2.8995 1.5638
C 2.3361 3.6640 2.4242
C 1.0805 3.4297 -0.2393
C -0.7275 3.7762 2.2459
H -1.5081 0.2519 5.0105
H -2.1420 0.1266 3.3660
H -1.7572 1.7138 4.0609
H 1.1109 1.0154 5.7280
H 2.3761 1.5060 4.5951
H 0.9607 2.5356 4.8366
H 0.4022 -2.0367 3.1452
H 1.9535 -1.4422 3.7739
H 0.5634 -1.5200 4.8459
H 1.7927 0.7153 1.4013
H 3.2453 3.1407 2.1100
H 2.4537 4.7058 2.0985
H 2.3019 3.6682 3.5172
H 0.1812 3.3314 -0.8667
H 1.3270 4.5048 -0.2657
H 1.9352 2.9182 -0.7154
H -1.6172 3.5470 1.6454
H -0.9431 3.5328 3.2947
H -0.5970 4.8681 2.2014
```

***

- Among the records above, which one has the highest electronic energy?
  C4H7NO